## 1
Formula: CH4N3OS
Source: OMol25
Level of theory: wB97M-V/def2-TZVPD

## Properties
LUMO level (spin up / spin down): -6.69 / -6.69 eV
HOMO (spin up / spin down): -0.5680 / -0.5680 Eh
spin multiplicity: 1
total charge: +1

Last column: natural (NBO) charge in e.
Geometry (Å):
C1 1.81490 -0.14549 -0.13243  0.858
N1 1.36945 0.86762 -0.53134  -0.772
N2 -1.96713 -0.83332 -0.50480  -0.858
N3 -0.49873 0.50997 0.77925  -0.904
O1 1.93453 -1.22472 0.25977  -0.490
S1 -0.90779 -1.05278 0.55381  1.371
H1 1.74481 1.64516 -1.00691  0.454
H2 -2.52675 -1.66375 -0.71148  0.432
H3 0.17907 0.94692 1.26125  0.444
H4 -1.14235 0.95038 0.03287  0.465

=====

## 2
Formula: CH4N3OS
Source: OMol25
Level of theory: wB97M-V/def2-TZVPD

## Properties
LUMO level (spin up / spin down): -8.66 / -8.66 eV
HOMO (spin up / spin down): -0.5397 / -0.5418 Eh
spin multiplicity: 1
total charge: +1

Last column: natural (NBO) charge in e.
Geometry (Å):
C1 -0.52794 0.74505 1.10294  0.671
N1 -0.08782 -0.52884 0.68697  -0.459
N2 -0.21053 1.83190 0.54093  -0.445
N3 0.53434 -0.70412 -0.61543  -0.542
O1 -1.21731 0.92084 2.07240  -0.408
S1 1.76138 0.64845 -0.99551  0.326
H1 0.21557 -1.08558 1.41030  0.426
H2 -0.68054 2.77956 0.70131  0.479
H3 1.06773 -1.69548 -0.75725  0.488
H4 -0.29808 -0.73588 -1.31450  0.464

=====

Pick 1: it beats the second-best structure by 3.723 eV.

=====

## 1
Formula: C4H10OS2
Source: OMol25
Level of theory: wB97M-V/def2-TZVPD

## Properties
LUMO level: 0.73 eV
HOMO: -0.3327 Eh
spin multiplicity: 1
SMILES: CC=O.CSSC

Last column: natural (NBO) charge in e.
Geometry (Å):
O1 0.89438 1.64461 -2.53772  -0.537
C1 1.49333 1.81065 -1.49327  0.442
C2 0.91561 2.55857 -0.31996  -0.735
H1 2.52439 1.39888 -1.37057  0.112
H2 -0.01261 2.06262 0.01025  0.246
H3 0.67362 3.59034 -0.62573  0.242
H4 1.61513 2.59898 0.53189  0.221
S1 0.66432 -1.27519 0.09778  0.088
S2 -0.35803 -0.55987 1.70957  0.084
C3 -0.58135 -1.19834 -1.20766  -0.763
C4 -1.19621 -2.04020 2.31609  -0.760
H5 -0.10168 -1.53506 -2.14207  0.237
H6 -0.95020 -0.16899 -1.35265  0.232
H7 -1.44283 -1.85451 -0.99814  0.216
H8 -1.90954 -2.44464 1.57839  0.218
H9 -0.47517 -2.83234 2.57921  0.226
H10 -1.75316 -1.75552 3.22459  0.230

=====

## 2
Formula: C4H10OS2
Source: OMol25
Level of theory: wB97M-V/def2-TZVPD

## Properties
LUMO level: 0.28 eV
HOMO: -0.3307 Eh
spin multiplicity: 1

Last column: natural (NBO) charge in e.
Geometry (Å):
C1 1.13075 -0.39011 0.98616  -0.636
C2 1.16563 0.21799 -1.33477  -0.626
C3 -1.00244 -0.02459 0.02641  -0.441
C4 0.43481 0.47919 -0.05828  0.155
O1 0.43736 1.86088 0.35249  -0.702
S1 -1.25008 -1.79236 -0.25239  0.004
S2 -1.86397 0.56656 1.49809  -0.010
H1 1.94986 0.16098 1.22575  0.226
H2 1.28420 -1.48417 0.55164  0.217
H3 0.64685 -0.48712 1.95759  0.224
H4 2.15188 0.36144 -1.20198  0.218
H5 0.83620 0.77058 -2.12625  0.219
H6 1.09590 -0.78814 -1.79259  0.227
H7 -1.74901 0.69433 -1.25271  0.156
H8 -0.49478 2.17036 0.26094  0.475
H9 -2.46648 -1.68947 -0.82701  0.147
H10 -2.30668 -0.62635 1.98689  0.150

=====

Pick 1: it beats the second-best structure by 2.867 eV.